Record 1
# C4H13O4

3 unconnected molecules or ions with the total composition C4H13O4 (wB97M-V/def2-TZVPD, OMol25).

Calculated values
highest occupied orbital energy: -4.8 eV
relative energy (zero: lowest compared OMol25 entry of this formula, charge and spin): 79.13 kJ/mol
charge: -1
HOMO-LUMO gap: 8.79 eV
E_tot: -12549.41214 eV

XYZ file:
```
21
Properties=species:S:1:pos:R:3:lowdin_charge:R:1
C 0.04978 -1.49866 -0.54301 -0.184
C 0.26176 -1.60523 0.96610 -0.210
C 0.70871 -0.31225 1.59074 -0.308
O 1.91997 0.11551 1.01375 -0.152
C -1.27918 -0.85115 -0.94035 -0.256
O -1.16985 0.54797 -1.19846 -0.135
H 0.85195 -0.90839 -0.91157 0.088
H 0.08220 -2.48120 -1.02912 0.101
H 0.92695 -2.41605 1.22830 0.094
H -0.66153 -1.98401 1.43608 0.101
H -0.00852 0.50156 1.43678 0.112
H 0.87948 -0.45194 2.65285 0.097
H -2.04264 -0.97789 -0.17999 0.098
H -1.60023 -1.26481 -1.89813 0.098
H -0.40196 0.97825 -0.77545 -0.019
H 1.67895 0.75876 0.27194 -0.079
H 1.74021 1.52431 -1.27720 0.010
O 1.07876 1.63971 -0.55772 -0.333
H -0.31172 2.94665 -0.72585 0.010
H -1.45872 2.47061 -0.02222 0.004
O -1.24438 3.26822 -0.53746 -0.136
```

***

Record 2
# C42H60BCl2IN7PSe3Ti

A molecular structure, C42H60BCl2IN7PSe3Ti (wB97M-V/def2-TZVPD, OMol25).

Calculated values
highest occupied orbital energy: -7.9 eV
HOMO-LUMO gap: 6.87 eV
E_tot: -317229.96889 eV

XYZ file:
```
118
Properties=species:S:1:pos:R:3:lowdin_charge:R:1
Ti -1.26268 -0.72650 -0.28467 0.787
C -5.25214 0.60909 -1.39463 -0.045
C -4.34451 0.20321 -2.55960 -0.351
C -4.21496 -1.30606 -2.68949 -0.085
C -3.03941 0.94763 -2.49251 -0.230
C -2.66576 1.91135 -3.41575 0.040
C -1.48334 2.46899 -2.95442 -0.170
C -0.71047 3.50902 -3.73169 -0.335
C 0.76625 3.69512 -3.40073 -0.064
C -1.45088 4.84963 -3.77482 -0.047
N -1.19700 1.88214 -1.78561 0.058
N -2.11542 0.89485 -1.51150 0.045
B -0.05961 2.06966 -0.75436 -0.528
N -0.67496 2.14346 0.65453 0.044
N -1.23700 1.02994 1.23043 0.007
C -1.66329 1.39685 2.44540 -0.241
C -1.39622 2.75405 2.63523 0.041
C -0.79992 3.20397 1.48014 -0.196
C -0.51886 4.65234 1.16286 -0.337
C -1.30595 5.11221 -0.06485 -0.051
C 0.94679 5.07082 1.06070 -0.054
C -2.45261 0.60073 3.45355 -0.346
C -3.94810 0.73575 3.13403 -0.056
C -2.01806 -0.83767 3.68397 -0.100
N 0.86874 0.81725 -0.95158 0.017
N 0.35364 -0.22914 -1.68552 -0.020
C 1.38484 -0.90697 -2.20485 -0.232
C 2.57353 -0.33792 -1.75284 0.053
C 2.21651 0.73288 -0.95769 -0.205
C 3.17606 1.61738 -0.21283 -0.325
C 3.55087 2.86265 -1.02020 -0.040
C 2.71335 1.94642 1.20168 -0.040
C 1.21737 -1.99410 -3.23047 -0.377
C 2.57105 -2.44257 -3.76993 -0.069
C 0.30632 -1.51755 -4.36690 -0.049
H -6.21075 0.09308 -1.46563 0.085
H -5.43772 1.68448 -1.40028 0.084
H -4.80105 0.35129 -0.43752 0.047
H -4.80684 0.57164 -3.47995 0.131
H -3.88322 -1.76080 -1.76249 -0.024
H -3.51313 -1.59056 -3.47691 0.081
H -5.18439 -1.74644 -2.92801 0.090
H -3.19220 2.17150 -4.31921 0.123
H -0.74869 3.10822 -4.75018 0.141
H 0.91450 4.31814 -2.51836 0.062
H 1.25094 4.19851 -4.23890 0.088
H 1.27758 2.74518 -3.23519 0.080
H -1.54875 5.29038 -2.78318 0.061
H -2.45285 4.73454 -4.18831 0.079
H -0.90209 5.55233 -4.40405 0.084
H 0.55764 3.05831 -0.95153 0.093
H -1.65394 3.34402 3.49937 0.122
H -0.93029 5.17788 2.02927 0.134
H -0.85700 4.70846 -0.97090 0.038
H -1.29407 6.20114 -0.14077 0.088
H -2.34448 4.77999 -0.02712 0.098
H 1.43201 4.64353 0.18417 0.050
H 1.51751 4.77747 1.94190 0.084
H 0.99928 6.15760 0.97141 0.085
H -2.28631 1.13871 4.39226 0.132
H -4.17077 0.41072 2.11948 0.039
H -4.26339 1.77680 3.22447 0.081
H -4.54403 0.13130 3.81881 0.077
H -2.08414 -1.44929 2.79011 -0.016
H -2.65995 -1.29351 4.44072 0.087
H -0.98569 -0.89192 4.03282 0.060
H 3.57778 -0.66189 -1.96581 0.119
H 4.07767 1.00301 -0.12042 0.128
H 2.68446 3.50059 -1.19324 0.043
H 3.96277 2.59047 -1.99333 0.086
H 4.30034 3.44797 -0.48450 0.085
H 1.81861 2.56291 1.20426 0.047
H 3.49926 2.49087 1.72975 0.091
H 2.48758 1.03615 1.75637 0.044
H 0.76608 -2.86110 -2.74955 0.075
H 3.11529 -1.60890 -4.22062 0.085
H 2.43015 -3.20444 -4.53762 0.086
H 3.18213 -2.87741 -2.97788 0.059
H -0.60063 -1.03711 -3.99566 0.058
H 0.01833 -2.35962 -4.99796 0.087
H 0.82685 -0.78712 -4.99193 0.086
Se 0.60455 -1.28730 1.38034 0.572
P 1.91307 -3.09485 1.16506 0.257
Se 1.66831 -4.46784 -0.41761 0.388
C 1.81992 -3.89946 2.79968 -0.430
C 1.57150 -3.17775 3.96501 -0.137
C 1.51562 -3.82461 5.18841 -0.075
C 1.70178 -5.19826 5.25918 -0.081
C 1.94529 -5.92136 4.10203 -0.078
C 2.00273 -5.27626 2.87568 -0.116
C 3.56681 -2.30506 1.14521 -0.390
C 4.47845 -2.61968 0.14633 -0.122
C 5.72117 -1.99930 0.11015 -0.081
C 6.06186 -1.06603 1.07650 -0.087
C 5.15844 -0.75726 2.08700 -0.084
C 3.91794 -1.37213 2.12009 -0.118
H 1.38150 -2.11288 3.92384 0.057
H 1.30995 -3.25597 6.08626 0.105
H 1.64466 -5.70533 6.21384 0.104
H 2.07477 -6.99481 4.14818 0.106
H 2.16535 -5.84018 1.96666 0.057
H 4.20226 -3.35322 -0.60141 0.047
H 6.42414 -2.25267 -0.67339 0.105
H 7.03062 -0.58337 1.04919 0.103
H 5.41970 -0.03498 2.85001 0.107
H 3.22406 -1.11556 2.91073 0.085
Se -5.32335 -2.58279 1.62530 0.659
C -3.93512 -1.79525 0.91424 -0.960
N -3.01102 -1.22092 0.45910 -0.066
I -2.57052 -4.21929 -1.22380 0.864
C -1.27072 -2.56345 -1.24881 -0.815
H -0.29533 -2.98946 -0.98926 -0.153
H -1.24743 -2.22811 -2.28880 -0.035
Cl -1.48253 -4.08304 2.26347 0.554
C -2.75430 -5.16138 2.83154 -1.008
Cl -2.10803 -6.55932 3.71268 0.507
H -3.29882 -5.52126 1.96580 0.007
H -3.40191 -4.60564 3.49831 0.010
```

***

Record 3
# CHO6S

A gas-phase ion, CHO6S (charge -1) (wB97M-V/def2-TZVPD, OMol25).

Calculated values
highest occupied orbital energy: -6.1 eV
relative energy (zero: lowest compared OMol25 entry of this formula, charge and spin): 0.00 kJ/mol
charge: -1
HOMO-LUMO gap: 9.72 eV
structure (SMILES): O=C(O)OS(=O)(=O)[O-]
E_tot: -24175.94778 eV

XYZ file:
```
9
Properties=species:S:1:pos:R:3:lowdin_charge:R:1
O 1.97648 1.58735 -0.15820 0.067
C 1.10743 0.75711 -0.09784 -0.704
O 1.38847 -0.51082 0.33621 0.039
O -0.17691 0.88911 -0.30176 -0.088
S -1.53167 -0.35338 -0.03616 0.469
O -2.61141 0.54118 -0.27009 -0.308
O -1.31541 -1.34402 -1.04951 -0.317
O -1.19479 -0.74460 1.30198 -0.313
H 2.35781 -0.82193 0.27536 0.155
```

***

Record 4
# C3H5NO2P

A gas-phase ion, C3H5NO2P (charge -1) (wB97M-V/def2-TZVPD, OMol25).

Calculated values
highest occupied orbital energy (spin up / spin down): -3.5 / -3.1 eV
relative energy (zero: lowest compared OMol25 entry of this formula, charge and spin): 435.50 kJ/mol
charge: -1
HOMO-LUMO gap (spin up / spin down): 7.67 / 7.27 eV
structure (SMILES): C/C=C(/[O-])O[PH]#N
E_tot: -18063.61974 eV

XYZ file:
```
12
Properties=species:S:1:pos:R:3:lowdin_charge:R:1
C -0.49446 1.13851 0.66303 -0.148
C 0.20187 -0.22900 0.80759 -0.159
C 1.33480 -0.33239 -0.10621 -0.664
O 2.45514 0.01213 0.21741 0.032
O 1.12544 -0.88367 -1.32490 -0.315
P -0.56473 -1.45472 -1.60146 0.477
N -1.02683 -2.05759 -0.29102 -0.389
H -1.21945 1.09445 -0.34632 0.075
H 0.16586 1.98784 0.35918 0.072
H -1.06785 1.28445 1.55929 0.036
H 0.17392 -0.49576 1.87387 0.093
H -1.08371 -0.06424 -1.81046 -0.110
```

***

Record 5
# C32H68N4O14

9 unconnected molecules or ions with the total composition C32H68N4O14 (wB97M-V/def2-TZVPD, OMol25).

Calculated values
highest occupied orbital energy: -9.3 eV
relative energy (zero: lowest compared OMol25 entry of this formula, charge and spin): 202.42 kJ/mol
HOMO-LUMO gap: 9.63 eV
structure (SMILES): CCOC(C)=O.CCOC(C)=O.CCOC(C)=O.CCOC(C)=O.CCOC(C)=O.CN(C)C=O.CN(C)C=O.CN(C)C=O.CN(C)C=O
E_tot: -68907.95595 eV

XYZ file:
```
118
Properties=species:S:1:pos:R:3:lowdin_charge:R:1
C 10.41445 -4.53225 0.49072 -0.077
C 11.30389 -5.37335 1.36366 -0.244
O 12.48320 -4.62502 1.56498 -0.045
C 13.49118 -5.00942 2.44997 -0.434
C 14.65253 -4.04834 2.52568 0.011
O 13.48550 -6.09394 3.08754 0.050
H 9.88541 -3.71823 0.98629 0.076
H 9.57755 -5.07135 0.04677 0.076
H 10.91090 -4.06291 -0.35860 0.077
H 10.75696 -5.55392 2.28907 0.123
H 11.62199 -6.36671 1.04723 0.127
H 15.53911 -4.60731 2.22631 0.093
H 14.73997 -3.53889 3.48533 0.090
H 14.44412 -3.22125 1.84700 0.079
C 1.58800 -13.66050 0.07478 -0.059
C 1.31607 -12.23069 -0.47136 -0.207
O -0.00032 -11.90503 -0.00245 -0.033
C -0.44099 -10.66526 -0.35274 -0.567
C -1.91651 -10.56879 -0.01004 0.019
O 0.12435 -9.85861 -0.98854 0.139
H 0.96243 -13.96270 0.91469 0.072
H 2.59177 -14.01977 0.30165 0.071
H 1.24163 -14.30143 -0.73598 0.065
H 1.98603 -11.48196 -0.04868 0.116
H 1.44718 -12.13083 -1.54883 0.123
H -2.22350 -9.62987 -0.47078 0.086
H -1.85830 -10.56829 1.07841 0.088
H -2.54735 -11.39432 -0.33961 0.087
C 1.54558 6.73341 -3.53681 -0.044
C 0.80945 7.76892 -4.41333 -0.265
O -0.02431 7.21348 -5.34328 -0.045
C 0.36529 6.74165 -6.59041 -0.417
C -0.74523 6.38064 -7.48697 0.004
O 1.59522 6.73164 -7.01862 0.010
H 2.30112 7.24086 -2.93699 0.072
H 2.06535 6.05809 -4.21643 0.079
H 0.89183 6.35668 -2.75018 0.073
H 0.07189 8.41520 -3.93749 0.126
H 1.50378 8.41335 -4.95252 0.121
H -1.22827 7.34595 -7.63855 0.100
H -1.28293 5.51363 -7.10320 0.097
H -0.36597 6.06052 -8.45742 0.090
C -10.96121 9.34474 3.38155 -0.062
C -10.67255 7.83139 3.10770 -0.145
O -9.24429 7.58873 2.76367 -0.004
C -8.81342 6.60324 2.02155 -0.568
C -7.41566 6.35525 2.01080 0.001
O -9.60674 5.76959 1.48505 0.026
H -10.38456 9.68051 4.24344 0.069
H -11.98275 9.71027 3.48610 0.073
H -10.64030 9.88820 2.49286 0.071
H -10.80040 7.16032 3.95707 0.123
H -11.32868 7.55049 2.28388 0.112
H -7.17232 5.41158 2.49903 0.109
H -6.91573 7.23198 2.42251 0.093
H -7.06353 6.38144 0.97958 0.102
C 2.28985 -3.35641 0.23751 -0.095
C 1.48946 -2.58795 1.19786 -0.307
O 0.90663 -1.54199 0.47773 -0.025
C 0.00736 -0.75508 1.23859 -0.413
C -0.27959 0.54898 0.55408 0.003
O -0.37073 -1.04049 2.40693 0.056
H 3.12688 -2.72310 -0.05644 0.080
H 1.69093 -3.71667 -0.59891 0.092
H 2.79170 -4.14956 0.79172 0.086
H 0.81384 -3.39807 1.47235 0.127
H 2.08976 -2.21597 2.02814 0.136
H 0.09395 1.45213 1.03667 0.091
H -1.36371 0.64632 0.61166 0.086
H -0.09764 0.66752 -0.51407 0.084
C -0.86421 7.82827 4.97363 -0.074
N 0.23780 7.98809 4.05340 -0.184
C 1.17123 6.84599 3.80368 -0.018
C 0.40339 9.19839 3.49587 -0.310
O 1.36931 9.44030 2.71823 -0.042
H -1.48147 8.72659 4.96277 0.080
H -0.66393 7.51675 5.99879 0.088
H -1.51809 7.04087 4.59874 0.085
H 1.78563 6.68913 4.69025 0.084
H 0.63433 5.90010 3.73209 0.078
H 1.82312 6.92473 2.93367 0.085
H -0.42941 9.87321 3.74741 0.128
C -3.18455 1.58717 8.93767 -0.024
N -4.15722 2.60090 8.29114 -0.151
C -4.79010 2.04186 7.04856 -0.036
C -4.43800 3.76205 8.81658 -0.399
O -5.01344 4.59999 8.15179 -0.003
H -2.63773 1.86614 9.83837 0.077
H -2.47621 1.25024 8.18081 0.075
H -3.74754 0.69407 9.20882 0.073
H -5.43466 1.16596 6.97476 0.089
H -5.42579 2.78478 6.56682 0.075
H -3.95605 2.05339 6.34691 0.086
H -4.16568 3.93135 9.86986 0.137
C -8.29472 2.30298 -4.42777 -0.043
N -7.46061 1.49207 -5.32468 -0.188
C -7.99303 0.49335 -6.24421 -0.058
C -6.11906 1.62689 -5.25092 -0.354
O -5.54887 2.37742 -4.47443 0.002
H -8.49496 1.78262 -3.49117 0.091
H -9.22972 2.68084 -4.84140 0.083
H -7.86969 3.26610 -4.14523 0.084
H -8.79345 -0.11069 -5.81695 0.087
H -8.36443 1.09793 -7.07165 0.087
H -7.25140 -0.21588 -6.61175 0.081
H -5.61200 0.89582 -5.89948 0.128
C 7.39845 -8.03521 -6.78241 -0.051
N 6.13653 -7.53913 -6.26496 -0.181
C 5.55795 -6.24932 -6.81223 -0.025
C 5.52057 -8.13977 -5.24269 -0.332
O 5.94180 -9.19680 -4.71831 -0.036
H 8.22377 -7.35962 -6.55762 0.088
H 7.42172 -8.14105 -7.86701 0.084
H 7.60390 -9.02582 -6.37670 0.086
H 6.25882 -5.43459 -6.63037 0.078
H 5.48513 -6.30754 -7.89822 0.080
H 4.60661 -6.00644 -6.33887 0.079
H 4.56935 -7.67498 -4.94045 0.130
```

***

Record 6
# C5H10O3

A molecular structure, C5H10O3 (wB97M-V/def2-TZVPD, OMol25).

Calculated values
highest occupied orbital energy: -9.3 eV
relative energy (zero: lowest compared OMol25 entry of this formula, charge and spin): 154.01 kJ/mol
HOMO-LUMO gap: 9.74 eV
E_tot: -11488.59051 eV

XYZ file:
```
18
Properties=species:S:1:pos:R:3:lowdin_charge:R:1
C -3.17198 0.68475 0.17358 -0.004
C -1.70163 0.47514 -0.11526 -0.645
O -1.22478 -0.65355 0.34126 -0.030
O -1.07075 1.20944 -0.86877 0.015
H 0.96336 0.47117 1.36337 0.112
H -3.76056 0.02251 -0.46251 0.086
H -3.45050 1.71416 -0.04286 0.078
H -3.38090 0.43578 1.21433 0.078
C 1.09793 -1.10224 -1.04036 -0.010
C 1.98297 -0.59674 -0.11172 -0.389
C 1.73011 0.67708 0.59758 -0.012
O 2.92025 -1.41736 0.38002 0.095
H 3.36636 -1.01409 1.13703 0.121
H 0.69510 -0.36462 -1.72741 0.091
H 1.33171 -2.05902 -1.48434 0.087
H -0.18649 -0.98513 -0.27795 0.146
H 1.21665 1.37604 -0.06488 0.087
H 2.64313 1.12668 0.98888 0.092
```